Entry from OMol25: C30H47B2F11N4NaO9S as an isolated structure at a distorted geometry (the ωB97M-V functional and the def2-TZVPD basis).

For the molar mass, the calculation gives 893.38 g mol⁻¹. For the strongest force on any atom, the calculation gives 0.03612 hartree/bohr. As for the HOMO-LUMO gap (alpha / beta): 5.3 / 5.6 eV. The value obtained for the calculated total energy is -102760.6339 eV. The value obtained for the HOMO energy (alpha / beta) is -8.0380 / -8.3508 eV. As for the expectation value of S²: 0.754. As for the spin multiplicity: 2. Its LUMO energy (alpha / beta) is -2.765 / -2.765 eV.

Element x y z (Å)
C  -1.786  3.628  3.983
C  -1.413  2.983  2.653
O  -0.269  2.142  2.885
C  -2.589  2.202  2.040
C  -2.149  1.078  1.137
O  -2.872  0.983  -0.117
C  -2.278  -0.069  -0.753
O  -2.306  -0.204  -1.936
C  -1.591  -0.971  0.279
C  -0.056  -0.945  0.123
C  0.619  -2.265  0.517
C  1.117  -2.366  1.950
F  0.597  -3.485  2.514
F  0.740  -1.348  2.748
C  2.653  -2.592  2.104
F  3.088  -3.410  1.166
F  2.903  -3.129  3.295
S  3.738  -1.021  2.046
F  3.124  -0.523  3.488
F  4.891  -1.754  2.854
F  4.401  -1.415  0.691
F  2.631  -0.187  1.294
F  4.629  0.309  2.098
C  -2.111  -0.371  1.603
B  -3.519  -1.046  1.938
O  -4.302  -1.488  0.868
N  -3.999  -1.302  3.267
C  -5.481  -1.354  3.341
C  -3.491  -0.418  4.329
H  -0.863  3.734  4.551
H  -2.436  2.978  4.565
H  -2.211  4.620  3.859
H  -1.150  3.785  1.959
H  0.333  2.258  2.149
H  -3.163  2.903  1.429
H  -3.262  1.874  2.829
H  -1.128  1.324  0.826
H  -1.897  -1.999  0.109
H  0.339  -0.106  0.695
H  0.185  -0.750  -0.921
H  1.436  -2.456  -0.171
H  -0.084  -3.080  0.383
H  -1.436  -0.455  2.453
H  -4.343  -2.448  0.852
H  -5.781  -1.158  4.370
H  -5.951  -0.597  2.716
H  -5.852  -2.342  3.084
H  -3.639  -0.898  5.298
H  -4.049  0.521  4.366
H  -2.429  -0.225  4.222
C  1.788  -5.390  -2.820
C  0.788  -4.414  -2.412
N  0.003  -3.640  -2.091
H  2.642  -4.879  -3.262
H  2.125  -5.958  -1.955
H  1.360  -6.071  -3.552
N  -1.105  5.944  7.698
C  -1.042  5.177  8.829
C  -0.041  4.259  8.660
C  0.523  4.486  7.374
C  -0.153  5.532  6.809
H  -1.755  6.692  7.543
H  -1.713  5.348  9.653
H  0.252  3.510  9.376
H  1.333  3.943  6.916
H  -0.037  6.010  5.851
Na  4.504  0.240  5.176
C  -0.985  -0.135  -5.192
C  -1.518  1.242  -5.632
C  -2.640  1.072  -6.655
C  -2.140  0.587  -8.016
C  -1.028  1.491  -8.552
C  0.115  1.725  -7.561
N  -0.434  2.096  -6.218
O  -0.733  3.348  -6.166
C  1.014  0.481  -7.470
C  1.000  2.862  -8.057
C  -2.049  1.911  -4.372
H  -1.661  -0.563  -4.455
H  -0.912  -0.856  -6.003
H  -0.004  -0.042  -4.724
H  -3.150  2.031  -6.787
H  -3.376  0.374  -6.251
H  -1.792  -0.447  -7.954
H  -2.970  0.583  -8.725
H  -0.610  1.068  -9.469
H  -1.463  2.457  -8.824
H  1.742  0.593  -6.665
H  1.562  0.364  -8.404
H  0.468  -0.444  -7.311
H  0.427  3.759  -8.279
H  1.502  2.545  -8.971
H  1.759  3.118  -7.317
H  -1.257  2.024  -3.631
H  -2.827  1.290  -3.934
H  -2.472  2.893  -4.575
B  7.099  -5.163  1.788
O  7.935  -4.189  2.561
C  8.162  -4.664  3.768
O  8.782  -4.114  4.640
C  7.467  -6.041  3.886
O  7.464  -6.736  4.864
O  6.867  -6.289  2.741
F  7.761  -5.598  0.659
F  5.886  -4.562  1.443


Entry from OMol25: C30H47Cl2N4O7SSiSn as an isolated structure at a distorted geometry (the ωB97M-V functional and the def2-TZVPD basis).

For the molar mass, the calculation gives 825.50 g mol⁻¹. For the strongest force on any atom, the calculation gives 0.07341 hartree/bohr. As for the HOMO-LUMO gap: 5.9 eV. For the relative energy (zero: lowest compared OMol25 entry of this formula, charge and spin), the calculation gives 7.72 kJ/mol. The value obtained for the calculated total energy is -101757.7302 eV. The value obtained for the HOMO energy is -3.8782 eV. Its LUMO energy is 1.998 eV. As for the net charge: -1.

Element x y z (Å)
C  2.835  -2.402  -3.348
C  2.249  -1.693  -4.523
H  2.418  -3.408  -3.215
H  2.707  -1.837  -2.418
H  3.906  -2.531  -3.554
C  2.239  -2.280  -5.738
C  2.739  -3.650  -6.017
H  1.992  -1.680  -6.608
H  2.279  -4.432  -5.402
H  3.826  -3.722  -5.899
H  2.524  -3.860  -7.064
Sn  0.758  0.198  0.835
Cl  2.186  1.880  -0.199
C  -0.333  2.995  1.367
O  -0.623  1.764  1.544
N  -1.171  3.831  0.745
C  -2.501  3.426  0.245
C  -0.607  5.058  0.196
H  0.629  3.442  1.676
H  -3.070  2.887  1.027
H  -2.420  2.797  -0.664
H  -3.006  4.370  -0.006
H  0.148  5.429  0.894
H  -1.416  5.780  0.069
H  -0.118  4.852  -0.770
H  -4.155  0.996  4.261
H  -3.086  1.956  6.716
C  -3.657  0.072  4.591
C  -2.821  0.890  6.759
N  -2.523  0.359  5.448
H  -3.351  -0.512  3.722
C  -1.242  0.316  5.007
O  -0.877  -0.018  3.884
H  -1.947  0.775  7.403
H  -0.522  0.618  5.796
H  -4.400  -0.487  5.175
H  -3.668  0.350  7.190
H  -1.576  -5.409  3.063
H  -0.452  -3.877  -0.098
C  -2.337  -5.023  2.358
C  -1.477  -4.202  0.140
N  -1.805  -3.927  1.541
H  -3.217  -4.683  2.934
C  -1.577  -2.688  2.039
O  -1.128  -1.756  1.346
H  -2.157  -3.661  -0.538
H  -1.820  -2.565  3.120
H  -2.624  -5.838  1.675
H  -1.576  -5.286  -0.010
O  1.046  -0.158  -3.009
C  1.853  -0.224  -4.218
C  0.345  -0.031  -6.278
C  1.252  0.561  -5.395
H  0.093  -1.077  -6.122
C  -0.175  0.691  -7.362
H  2.849  0.243  -4.012
C  1.692  1.869  -5.628
H  -0.918  0.227  -8.016
C  0.277  1.989  -7.576
C  1.202  2.589  -6.718
H  2.452  2.276  -4.962
H  -0.106  2.566  -8.409
H  1.526  3.621  -6.864
Si  -0.685  -0.413  -2.821
Cl  -0.412  -2.545  -2.660
C  -1.853  -0.803  -4.253
C  -0.721  1.598  -2.671
C  -2.058  -0.108  -1.420
H  -1.887  -0.064  -5.049
H  -2.868  -0.898  -3.848
H  -1.638  -1.771  -4.721
H  -2.175  -1.029  -0.845
H  -3.000  0.178  -1.916
H  -1.839  0.703  -0.712
H  -0.461  2.026  -3.634
H  0.028  1.952  -1.955
H  -1.661  2.076  -2.389
O  2.240  3.720  4.614
S  3.066  2.612  4.185
O  4.448  2.853  3.871
N  2.285  1.679  3.039
C  2.137  0.418  3.407
O  1.800  -0.518  2.576
C  2.388  0.161  4.823
C  2.120  -0.986  5.574
C  2.459  -0.958  6.918
C  3.114  0.155  7.472
C  3.398  1.291  6.692
C  2.977  1.284  5.370
H  1.653  -1.830  5.078
H  2.238  -1.821  7.535
H  3.412  0.128  8.521
H  3.928  2.152  7.093


Entry from OMol25: a 6-piece molecular cluster, C30H47N8O2S overall at a distorted geometry (the ωB97M-V functional and the def2-TZVPD basis).

For the molar mass, the calculation gives 583.83 g mol⁻¹. For the strongest force on any atom, the calculation gives 0.07010 hartree/bohr. As for the HOMO-LUMO gap: 8.3 eV. The value obtained for the calculated total energy is -58712.2878 eV. The value obtained for the HOMO energy is -12.6835 eV. Its LUMO energy is -4.423 eV. As for the net charge: +1.

Element x y z (Å)
C  5.016  -2.562  -0.275
C  5.695  -1.312  -1.008
C  5.056  -1.063  -2.458
N  3.688  -1.636  -2.571
C  2.678  -0.771  -2.076
C  2.901  0.469  -1.339
N  1.841  1.228  -0.858
C  0.529  0.861  -1.046
C  0.158  -0.369  -1.778
C  1.266  -1.178  -2.284
C  0.885  -2.517  -3.023
O  0.491  -2.523  -4.143
O  0.986  -3.703  -2.288
N  1.530  -3.448  -1.028
C  0.642  -3.431  -0.134
S  -0.457  -2.824  0.875
H  4.758  -3.375  -1.011
H  5.794  -2.967  0.435
H  4.103  -2.224  0.286
H  5.549  -0.428  -0.325
H  6.791  -1.480  -1.154
H  5.709  -1.627  -3.176
H  5.101  0.028  -2.751
H  3.484  -1.789  -3.570
H  3.934  0.833  -1.117
H  2.040  2.078  -0.322
H  -0.315  1.466  -0.628
H  -0.900  -0.689  -1.920
C  -4.744  -6.716  -1.161
C  -3.675  -5.629  -1.127
C  -3.906  -4.602  -0.015
C  -5.212  -3.919  -0.217
N  -6.220  -3.390  -0.373
H  -5.733  -6.302  -1.369
H  -4.524  -7.440  -1.948
H  -4.789  -7.252  -0.210
H  -3.651  -5.125  -2.097
H  -2.697  -6.096  -0.983
H  -3.110  -3.854  -0.024
H  -3.904  -5.089  0.963
C  -4.088  3.137  -2.496
C  -3.968  2.570  -1.085
C  -3.245  3.518  -0.122
C  -1.862  3.777  -0.605
N  -0.794  3.977  -0.985
H  -3.108  3.298  -2.952
H  -4.634  2.444  -3.138
H  -4.624  4.089  -2.492
H  -3.438  1.613  -1.130
H  -4.968  2.365  -0.697
H  -3.195  3.076  0.876
H  -3.778  4.467  -0.045
C  2.206  -0.474  2.476
C  2.796  -0.779  3.845
C  4.028  0.073  4.161
C  5.095  -0.184  3.155
N  5.913  -0.382  2.372
H  2.915  -0.699  1.674
H  1.316  -1.080  2.300
H  1.919  0.580  2.397
H  3.058  -1.840  3.890
H  2.035  -0.605  4.606
H  4.409  -0.170  5.154
H  3.774  1.136  4.147
C  1.050  8.820  -3.774
C  0.564  8.021  -2.568
C  0.313  6.546  -2.892
C  -0.735  6.426  -3.941
N  -1.547  6.334  -4.750
H  0.305  8.836  -4.572
H  1.243  9.856  -3.490
H  1.976  8.399  -4.175
H  -0.354  8.477  -2.188
H  1.311  8.088  -1.773
H  -0.020  6.016  -1.998
H  1.230  6.070  -3.247
C  -3.164  -2.237  4.054
C  -2.938  -2.766  5.467
C  -2.220  -1.760  6.372
C  -0.881  -1.435  5.813
N  0.153  -1.184  5.378
H  -2.218  -2.033  3.546
H  -3.702  -2.974  3.455
H  -3.752  -1.316  4.069
H  -2.359  -3.691  5.412
H  -3.903  -3.017  5.911
H  -2.094  -2.177  7.373
H  -2.802  -0.839  6.460


Entry from OMol25: C30H48CeP2S as an isolated structure at a distorted geometry (the ωB97M-V functional and the def2-TZVPD basis).

For the molar mass, the calculation gives 642.85 g mol⁻¹. For the strongest force on any atom, the calculation gives 0.11400 hartree/bohr. As for the HOMO-LUMO gap (alpha / beta): 1.9 / 1.9 eV. The value obtained for the calculated total energy is -74210.4643 eV. The value obtained for the HOMO energy (alpha / beta) is -11.2128 / -11.2127 eV. Its LUMO energy (alpha / beta) is -9.283 / -9.291 eV. As for the net charge: +2.

Element x y z (Å)
Ce  -1.272  0.848  0.497
C  0.314  0.417  2.329
C  1.066  0.763  1.160
C  -0.236  2.600  1.725
C  -0.520  1.537  2.674
C  0.753  2.116  0.793
C  0.541  -0.847  3.091
H  1.602  -1.107  2.999
H  -0.041  -1.679  2.692
H  0.309  -0.717  4.150
C  -1.494  1.584  3.810
H  -1.088  1.032  4.667
H  -2.467  1.126  3.563
H  -1.688  2.620  4.128
C  -1.008  3.864  1.609
H  -1.314  4.200  2.607
H  -1.925  3.743  1.004
H  -0.385  4.635  1.142
C  1.334  2.776  -0.416
H  2.112  3.502  -0.144
H  0.575  3.309  -1.009
H  1.810  2.035  -1.070
C  2.083  -0.089  0.482
H  3.060  0.422  0.456
H  1.806  -0.310  -0.560
H  2.220  -1.041  1.006
C  -0.401  -3.429  -1.985
C  0.620  -3.508  -1.125
C  2.083  -3.284  -1.358
C  2.541  -2.802  -2.756
C  2.293  -1.353  -3.067
C  1.177  -0.796  -3.550
C  -0.236  -1.259  -3.334
C  -0.409  -2.804  -3.354
H  2.611  -4.247  -1.179
H  2.159  -3.466  -3.536
H  2.464  -2.586  -0.580
H  0.332  -3.254  -4.027
H  -1.407  -3.696  -1.619
H  0.379  -3.735  -0.077
H  -1.403  -3.016  -3.776
H  -0.668  -0.876  -2.395
H  1.279  0.124  -4.173
H  -0.843  -0.807  -4.139
H  3.627  -2.950  -2.778
H  3.202  -0.706  -2.996
P  -0.945  -0.868  -6.470
P  -1.048  1.954  -7.301
C  -1.233  -0.643  -8.312
C  -1.668  0.779  -8.623
H  -2.013  -1.365  -8.596
H  -0.313  -0.908  -8.854
H  -1.254  1.097  -9.592
H  -2.764  0.853  -8.679
C  -1.691  3.419  -8.218
H  -1.290  4.343  -7.791
H  -2.784  3.433  -8.146
H  -1.397  3.341  -9.274
C  0.661  2.000  -8.038
H  0.614  1.976  -9.136
H  1.250  1.147  -7.680
H  1.156  2.927  -7.725
C  -2.520  -1.812  -6.256
H  -2.692  -2.075  -5.209
H  -2.489  -2.715  -6.876
H  -3.342  -1.170  -6.597
C  0.330  -2.190  -6.679
H  0.886  -1.998  -7.603
H  -0.166  -3.161  -6.738
H  1.047  -2.171  -5.850
S  -2.887  -1.105  1.773
C  -2.989  -2.221  3.071
C  -2.550  -1.917  4.381
C  -2.661  -2.835  5.418
C  -3.194  -4.113  5.171
C  -3.636  -4.444  3.878
C  -3.538  -3.515  2.853
H  -2.092  -0.942  4.560
H  -2.324  -2.564  6.425
H  -3.253  -4.846  5.980
H  -4.052  -5.443  3.677
H  -3.864  -3.758  1.841


Entry from OMol25: a 9-piece molecular cluster, C30H48Cl6O18 overall at a distorted geometry (the ωB97M-V functional and the def2-TZVPD basis).

For the molar mass, the calculation gives 909.41 g mol⁻¹. For the strongest force on any atom, the calculation gives 0.10817 hartree/bohr. As for the HOMO-LUMO gap: 10.4 eV. The value obtained for the calculated total energy is -143876.2652 eV. The value obtained for the HOMO energy is -10.5548 eV. As for the structure (SMILES): C[C@H]1COC(=O)O1.C[C@H]1COC(=O)O1.C[C@H]1COC(=O)O1.C[C@H]1COC(=O)O1.C[C@H]1COC(=O)O1.C[C@H]1COC(=O)O1.ClCCCl.ClCCCl.ClCCCl. Its LUMO energy is -0.146 eV.

Element x y z (Å)
C  18.825  9.149  -5.731
C  17.737  10.054  -6.292
C  17.010  9.568  -7.522
O  15.663  9.790  -7.241
C  15.516  10.050  -5.968
O  14.439  10.185  -5.386
O  16.726  10.065  -5.310
H  19.715  9.012  -6.344
H  18.403  8.161  -5.545
H  19.157  9.496  -4.752
H  18.159  11.056  -6.369
H  17.123  8.509  -7.755
H  17.359  10.141  -8.380
C  26.684  5.804  -6.626
C  27.816  6.480  -7.524
C  28.938  6.978  -6.736
O  30.071  6.594  -7.545
C  29.703  5.589  -8.304
O  30.471  4.905  -8.916
O  28.389  5.431  -8.285
H  26.045  6.547  -6.149
H  26.951  5.170  -5.781
H  26.060  5.181  -7.267
H  27.409  7.184  -8.250
H  29.038  6.625  -5.710
H  28.888  8.067  -6.745
C  10.181  2.401  1.094
C  11.006  2.446  -0.272
C  10.451  3.390  -1.400
O  11.594  4.076  -1.896
C  12.673  3.918  -1.061
O  13.815  4.380  -1.183
O  12.303  3.082  -0.108
H  10.762  1.871  1.848
H  9.162  2.043  0.948
H  10.016  3.377  1.551
H  11.076  1.397  -0.561
H  9.808  4.118  -0.906
H  9.922  2.825  -2.167
C  7.203  14.884  -3.283
C  5.755  15.270  -2.945
C  4.658  14.403  -3.531
O  3.799  14.364  -2.446
C  4.398  14.591  -1.292
O  3.893  14.322  -0.176
O  5.631  15.020  -1.525
H  7.603  14.097  -2.644
H  7.738  15.779  -2.964
H  7.414  14.696  -4.335
H  5.562  16.331  -3.107
H  5.120  13.502  -3.933
H  4.243  14.933  -4.389
C  14.400  16.073  -10.528
C  12.844  15.963  -10.264
C  11.989  16.698  -11.277
O  10.933  15.821  -11.388
C  11.282  14.632  -11.106
O  10.655  13.638  -11.449
O  12.490  14.617  -10.561
H  14.852  15.859  -11.497
H  14.989  15.530  -9.790
H  14.565  17.150  -10.526
H  12.577  16.151  -9.224
H  12.410  16.873  -12.267
H  11.610  17.600  -10.796
C  9.343  6.739  -9.240
C  8.071  7.119  -8.360
C  7.995  8.554  -7.781
O  6.733  9.089  -8.202
C  6.144  8.188  -8.986
O  5.019  8.252  -9.460
O  6.996  7.213  -9.265
H  9.165  6.098  -10.103
H  10.034  6.176  -8.612
H  9.771  7.620  -9.717
H  7.895  6.242  -7.737
H  8.791  9.120  -8.266
H  8.251  8.565  -6.721
Cl  21.616  16.495  1.135
C  22.307  16.246  -0.417
C  22.681  14.814  -0.641
Cl  23.269  14.811  -2.299
H  23.132  16.944  -0.556
H  21.512  16.447  -1.135
H  21.796  14.184  -0.548
H  23.506  14.507  0.001
Cl  14.729  7.789  -14.384
C  13.922  9.301  -14.679
C  13.007  9.142  -15.928
Cl  11.761  7.850  -15.761
H  14.658  10.099  -14.778
H  13.212  9.546  -13.889
H  13.602  8.896  -16.808
H  12.517  10.100  -16.102
Cl  21.751  16.427  -9.522
C  22.321  14.793  -9.872
C  23.803  14.805  -10.163
Cl  24.057  15.796  -11.661
H  21.786  14.317  -10.694
H  22.225  14.256  -8.929
H  24.121  13.777  -10.334
H  24.415  15.191  -9.348